(1)
C6H9F | wB97M-V/def2-TZVPD

Structure (XYZ):
```
16
Properties=species:S:1:pos:R:3
C 0.22 0.76 0.12
C -1.45 0.19 -0.42
C 1.06 -0.50 0.25
C -1.32 -1.17 0.11
C 0.07 -1.62 -0.21
C 0.80 2.19 -0.16
F -2.49 1.05 -0.18
H 2.04 -0.51 -0.37
H 1.32 -0.78 1.24
H -1.37 -1.26 1.23
H -2.16 -1.79 -0.17
H 0.01 -1.77 -1.27
H 0.23 -2.46 0.37
H 1.73 2.37 0.37
H 0.16 2.95 0.24
H 1.16 2.34 -1.14
```

Properties
Energy above the lowest of the compared OMol25 structures with the same formula, charge and spin: 93.4 kcal/mol
E_HOMO (spin up / spin down): -8.26 / -7.97 eV
Orbital gap (spin up / spin down): 8.7 / 8.2 eV
Lowest unoccupied orbital energy (spin up / spin down): 0.017 / 0.008 hartree
Maximum force: 0.1343 Eh/bohr
E_tot: -333.70755 Eh

Atomic partial charges in e from the Mulliken method, atoms 1 to 4: 0.182 0.099 -0.450 -0.512

=====

(2)
C6H9F | wB97M-V/def2-TZVPD

Structure (XYZ):
```
16
Properties=species:S:1:pos:R:3
C -0.11 -1.39 -1.56
C 1.01 -0.37 -1.83
C -0.11 -0.34 -0.73
C -0.76 -0.58 1.54
C 0.21 1.55 0.79
C -0.66 0.38 0.40
F 1.44 0.28 -3.43
H -0.50 -2.31 -1.71
H 2.02 -0.63 -1.80
H -1.33 -1.58 1.36
H -1.21 -0.02 2.41
H 0.35 -0.96 1.68
H 0.07 1.87 1.92
H -0.05 2.30 0.14
H 1.28 1.20 0.74
H -1.64 0.59 0.07
```

Properties
Energy above the lowest of the compared OMol25 structures with the same formula, charge and spin: 100.0 kcal/mol
E_HOMO: -10.32 eV
Orbital gap: 11.0 eV
Lowest unoccupied orbital energy: 0.025 hartree
Maximum force: 0.1327 Eh/bohr
E_tot: -333.69706 Eh

Atomic partial charges in e from the Mulliken method, atoms 1 to 4: -0.476 -0.239 -0.120 -1.213

=====

(3)
C6H9F2P | wB97M-V/def2-TZVPD

Structure (XYZ):
```
18
Properties=species:S:1:pos:R:3
C -3.65 0.47 0.00
C 3.72 0.33 -0.19
C -2.70 0.02 -0.79
C 2.67 0.28 0.60
C -1.45 -0.61 -0.31
C 1.41 -0.47 0.27
F -1.54 -1.04 0.99
F 1.60 -1.35 -0.77
P 0.11 0.77 -0.31
H -4.55 0.92 -0.39
H -3.57 0.40 1.07
H 4.60 0.89 0.07
H 3.74 -0.20 -1.13
H -2.76 0.09 -1.87
H 2.63 0.81 1.55
H -1.11 -1.44 -0.92
H 1.05 -1.05 1.12
H -0.19 1.19 0.99
```

Properties
Energy above the lowest of the compared OMol25 structures with the same formula, charge and spin: 0.0 kcal/mol
E_HOMO: -9.20 eV
Orbital gap: 10.2 eV
Lowest unoccupied orbital energy: 0.035 hartree
Maximum force: 0.0496 Eh/bohr
E_tot: -775.02171 Eh

Atomic partial charges in e from the Mulliken method, atoms 1 to 4: -0.692 -0.682 -0.317 -0.334

=====

(4)
C6H9F9KO13PS3 | wB97M-V/def2-TZVPD

Structure (XYZ):
```
42
Properties=species:S:1:pos:R:3
K -1.36 0.30 3.13
C -7.47 1.06 -1.18
F -8.39 0.06 -1.34
F -6.38 0.82 -1.94
F -8.11 2.19 -1.51
S -7.08 1.12 0.70
O -6.51 -0.18 1.04
O -6.09 2.16 0.88
O -8.26 1.39 1.52
C 5.54 -0.50 6.67
F 5.91 -0.20 5.44
F 4.86 -1.62 6.61
F 6.54 -0.59 7.51
S 4.38 0.97 7.31
O 3.14 0.95 6.54
O 4.24 0.74 8.75
O 5.21 2.19 6.98
C 3.59 6.59 -0.97
F 3.00 7.52 -0.24
F 2.95 6.26 -2.11
F 4.86 6.99 -1.24
S 3.78 5.03 0.06
O 4.74 4.20 -0.70
O 4.37 5.51 1.34
O 2.41 4.51 0.23
C 0.75 -5.55 -2.79
O 0.70 -4.39 -3.63
P -0.10 -3.04 -3.14
O 0.08 -2.69 -1.69
O 0.38 -1.86 -4.18
C -0.36 -0.65 -4.03
O -1.61 -3.37 -3.68
C -2.42 -4.19 -2.83
H 0.79 -6.52 -3.29
H -0.05 -5.63 -2.05
H 1.71 -5.60 -2.27
H -1.30 -0.72 -3.49
H -0.63 -0.22 -5.00
H 0.25 0.14 -3.59
H -2.77 -5.11 -3.30
H -3.30 -3.57 -2.64
H -1.95 -4.48 -1.88
```

Properties
Energy above the lowest of the compared OMol25 structures with the same formula, charge and spin: 92.8 kcal/mol
Net charge: -2
E_HOMO: -4.07 eV
Orbital gap: 5.6 eV
Lowest unoccupied orbital energy: 0.056 hartree
Maximum force: 0.0894 Eh/bohr
E_tot: -4246.98983 Eh

Atomic partial charges in e from the Mulliken method, atoms 1 to 4: 0.998 0.571 -0.233 -0.196

=====

(5)
C6H9FN2 | wB97M-V/def2-TZVPD

Structure (XYZ):
```
18
Properties=species:S:1:pos:R:3
C -1.44 -1.08 -0.48
C -2.79 -0.68 -0.30
C -0.66 -0.02 0.05
C 1.43 0.69 1.30
C 1.67 -0.55 -0.99
C 0.78 0.23 -0.02
N -2.85 0.51 0.28
N -1.59 0.88 0.51
F 1.01 1.73 -1.13
H -1.00 -1.97 -0.95
H -3.59 -1.29 -0.64
H 2.59 0.76 1.12
H 1.22 -0.17 2.11
H 1.12 1.57 1.59
H 0.98 -0.80 -1.89
H 1.87 -1.44 -0.45
H 2.61 -0.02 -1.15
H -1.35 1.67 1.04
```

Properties
Energy above the lowest of the compared OMol25 structures with the same formula, charge and spin: 37.2 kcal/mol
E_HOMO: -9.70 eV
Orbital gap: 9.8 eV
Lowest unoccupied orbital energy: 0.003 hartree
Maximum force: 0.1473 Eh/bohr
E_tot: -443.31163 Eh

Atomic partial charges in e from the Mulliken method, atoms 1 to 4: -0.300 -0.508 -0.042 -1.408

=====

(6)
C6H9FN3 | wB97M-V/def2-TZVPD

Structure (XYZ):
```
19
Properties=species:S:1:pos:R:3
C -0.04 1.88 0.12
C -1.92 -0.93 0.90
C 1.75 0.25 0.33
C -1.11 1.02 -0.51
C -2.24 0.55 0.37
C -0.18 -1.02 -0.69
N 1.13 1.44 0.37
N -0.97 -1.55 0.38
N 1.19 -1.07 -0.44
F -3.37 0.18 -0.36
H -0.26 2.84 0.53
H -2.47 -1.43 1.66
H 2.76 0.33 -0.27
H 1.97 -0.16 1.36
H -1.26 1.28 -1.49
H -2.54 1.36 1.06
H -0.34 -1.18 -1.80
H 1.61 -1.08 -1.36
H 1.29 -1.85 0.26
```

Properties
Energy above the lowest of the compared OMol25 structures with the same formula, charge and spin: 101.9 kcal/mol
Net charge: +1
E_HOMO: -13.24 eV
Orbital gap: 9.1 eV
Lowest unoccupied orbital energy: -0.153 hartree
Maximum force: 0.1143 Eh/bohr
E_tot: -497.74343 Eh

Atomic partial charges in e from the Mulliken method, atoms 1 to 4: -0.136 -0.317 -0.400 -0.638

=====

(7)
C6H9FN4 | wB97M-V/def2-TZVPD

Structure (XYZ):
```
20
Properties=species:S:1:pos:R:3
C -2.21 -0.55 -1.08
C -2.24 0.72 -0.28
C 0.46 -0.71 1.08
C 2.74 0.21 -0.60
C 1.10 -2.03 0.72
C 2.62 1.14 0.57
N -1.22 -1.20 -0.65
N -1.25 0.72 0.52
N -0.63 -0.52 0.35
N -3.12 1.79 -0.43
F 2.69 0.83 -1.82
H -2.91 -1.16 -1.70
H 1.68 -2.17 1.61
H 0.26 -2.75 0.36
H 1.85 -1.90 -0.15
H 3.22 0.66 1.38
H 1.60 0.70 0.74
H 2.72 2.22 0.25
H -3.81 1.77 -1.24
H -3.57 2.23 0.38
```

Properties
Energy above the lowest of the compared OMol25 structures with the same formula, charge and spin: 138.7 kcal/mol
E_HOMO: -8.42 eV
Orbital gap: 8.1 eV
Lowest unoccupied orbital energy: -0.010 hartree
Maximum force: 0.0611 Eh/bohr
E_tot: -552.63167 Eh

Atomic partial charges in e from the Mulliken method, atoms 1 to 4: -0.170 0.397 -0.443 -0.192